Computed, not measured: a 2-piece molecular cluster, ClH2NO2Si overall, with the ωB97M-V functional and the def2-TZVPD basis.

```
! RIJCOSX wB97M-V def2-TZVPD def2/J DEFGRID3
* xyz 0 1
Cl 1.51236 -0.57120 -2.44718
Si -1.27037 0.21321 0.76350
O 1.94063 0.39572 -0.09012
O -1.01499 0.92576 -0.51130
N 1.59401 -0.58467 -0.63333
H -0.45765 0.34385 2.00714
H -2.30399 -0.72267 0.91129
*
```

Summary:
HOMO-LUMO gap   9.54 eV
LUMO   -0.037 Ha
E_HOMO   -10.55 eV



Computed, not measured: a 2-piece molecular cluster, ClH2NO2Si overall, with the ωB97M-V functional and the def2-TZVPD basis.

```
! RIJCOSX wB97M-V def2-TZVPD def2/J DEFGRID3
* xyz 0 3
Cl 1.95700 1.67455 -0.11577
Si 0.20471 0.76362 0.20148
O -0.70631 -1.63829 0.68292
O 0.93845 -1.74310 -0.70162
N 0.15459 -1.09215 -0.00101
H -0.83249 0.64962 1.23664
H -1.71596 1.38575 -1.30264
*
```

Summary:
HOMO-LUMO gap (alpha / beta)   7.22 / 8.34 eV
LUMO (alpha / beta)   -0.021 / -0.094 Ha
Expectation value of S²   2.005
E_HOMO (alpha / beta)   -7.81 / -10.91 eV



Computed, not measured: a 2-piece molecular cluster, ClH2NOS overall, with the ωB97M-V functional and the def2-TZVPD basis.

```
! RIJCOSX wB97M-V def2-TZVPD def2/J DEFGRID3
* xyz 0 1
Cl 1.46506 1.76489 0.31460
S 1.10921 0.03854 -0.65148
O 1.55979 -1.09036 0.13941
N -1.33546 0.11333 -0.08959
H -1.21053 -0.09846 0.83117
H -1.58808 -0.72794 -0.54411
*
```

Summary:
HOMO-LUMO gap (alpha / beta)   8.33 / 9.28 eV
LUMO (alpha / beta)   -0.035 / -0.046 Ha
E_HOMO (alpha / beta)   -9.27 / -10.54 eV



Computed, not measured: one molecule with the formula ClH2NOS2, with the ωB97M-V functional and the def2-TZVPD basis.

```
! RIJCOSX wB97M-V def2-TZVPD def2/J DEFGRID3
* xyz 0 1
Cl 3.01906 -1.63897 0.13886
S 1.67975 0.04981 -0.25344
S -0.09707 1.02902 0.58734
O -0.09968 1.95529 -0.53690
N -1.22499 -0.25918 0.11743
H -1.60190 -0.24895 -0.83684
H -1.67517 -0.88701 0.78356
*
```

Summary:
HOMO-LUMO gap   7.70 eV
LUMO   -0.060 Ha
E_HOMO   -9.33 eV



Computed, not measured: one molecule with the formula ClH2NOS2, with the ωB97M-V functional and the def2-TZVPD basis.

```
! RIJCOSX wB97M-V def2-TZVPD def2/J DEFGRID3
* xyz 0 1
Cl 2.23947 0.12714 0.13854
S -0.63470 0.30989 -0.25560
S -2.31427 -0.42753 0.24198
O -0.72915 1.72173 -0.44977
N 0.72586 -0.17242 0.83181
H 0.76423 -1.15814 0.90742
H -0.05145 -0.40067 -1.41438
*
```

Summary:
HOMO-LUMO gap   9.99 eV
LUMO   0.000 Ha
E_HOMO   -9.98 eV



Computed, not measured: ClH2Na3O as an isolated structure, with the ωB97M-V functional and the def2-TZVPD basis.

```
! RIJCOSX wB97M-V def2-TZVPD def2/J DEFGRID3
* xyz 2 1
Cl -0.64628 -0.95408 -0.73164
Na 0.61664 -0.14844 1.72257
Na 1.91755 -0.96708 -2.06147
Na -0.59194 -3.89775 -0.42065
O -0.26464 1.88068 0.83593
H -0.10053 2.69099 0.33451
H -0.93080 1.39568 0.32076
*
```

Summary:
HOMO-LUMO gap   9.71 eV
LUMO   -0.301 Ha
E_HOMO   -17.89 eV



Computed, not measured: a 2-piece molecular cluster, ClH2O overall, with the ωB97M-V functional and the def2-TZVPD basis.

```
! RIJCOSX wB97M-V def2-TZVPD def2/J DEFGRID3
* xyz -1 1
Cl 0.42731 -1.40381 -2.10926
O -0.39714 0.74114 0.55673
H -0.17570 0.56929 1.49996
H 0.14553 0.09339 0.05256
*
```

Summary:
HOMO-LUMO gap   8.03 eV
LUMO   0.159 Ha
E_HOMO   -3.71 eV



Computed, not measured: a 2-piece molecular cluster, ClH2O2PS overall, with the ωB97M-V functional and the def2-TZVPD basis.

```
! RIJCOSX wB97M-V def2-TZVPD def2/J DEFGRID3
* xyz 0 1
Cl -2.04371 1.98499 1.11465
S -1.70216 -1.25443 0.36963
P -1.81437 0.58345 -0.19507
O -1.82241 1.14983 -1.53217
O 2.09512 -0.68549 0.01145
H 2.26508 -1.37257 0.61951
H 3.02245 -0.40579 -0.38798
*
```

Summary:
HOMO-LUMO gap   9.69 eV
LUMO   -0.016 Ha
E_HOMO   -10.11 eV



The records above give, respectively, maximum force values of 2.72, 2.18, 4.15, 3.79, 2.25, 1.46, 1.29, 4.15 eV/Å.
The records above give, respectively, energy above the lowest of the compared OMol25 structures with the same formula, charge and spin values of 2.223, 3.986, 2.008, 0.947, 2.040, 0.000, 0.224, 1.733 eV.